DFT (ωB97M-V with the def2-TZVPD basis set) results for the molecule C7H9NP2.

```
19
C7H9NP2 | OMol25 | ωB97M-V with the def2-TZVPD basis set
C 3.782 -0.277 -0.891
P 3.137 -1.024 0.446
C 1.591 -0.067 0.777
P 1.345 1.708 0.248
C 0.542 0.107 -0.291
C -0.870 -0.119 0.016
C -1.529 -0.217 1.221
C -2.898 -0.387 0.942
C -3.039 -0.380 -0.418
N -1.808 -0.217 -0.970
H 4.703 -0.640 -1.314
H 3.355 0.608 -1.343
H 1.197 -0.303 1.762
H 0.392 1.967 1.239
H 0.838 -0.199 -1.294
H -1.090 -0.184 2.199
H -3.680 -0.499 1.666
H -3.917 -0.475 -1.025
H -1.611 -0.168 -1.956
```

* charge: 0
* relative energy (zero: lowest compared OMol25 entry of this formula, charge and spin): 0.0 kJ/mol
* E_HOMO: -7.76 eV
* strongest force on any atom: 0.82 eV/Å
* calculated total energy: -27470.529 eV
* SMILES string: C=P[C@H]1P[C@@H]1c1ccc[nH]1
* HOMO-LUMO gap: 7.98 eV

These are the Mulliken partial charges, in e, on atoms 1 to 4:
1 C -0.50
2 P -0.07
3 C -0.42
4 P -0.05


DFT (ωB97M-V with the def2-TZVPD basis set) results for the molecule C7H9NS in a non-equilibrium geometry.

```
18
C7H9NS | OMol25 | ωB97M-V with the def2-TZVPD basis set
C -2.015 0.822 0.491
C -0.604 0.331 -0.021
C 0.369 1.032 -0.564
C 1.532 1.483 -0.836
C 2.559 1.122 0.304
S 2.282 -0.705 0.756
N 0.931 -1.432 0.357
C -0.249 -1.124 0.034
C -1.205 -2.039 -0.321
H -2.707 0.254 -0.167
H -1.946 1.920 0.284
H -2.146 0.636 1.573
H 1.884 1.727 -1.752
H 3.619 1.211 0.075
H 2.362 1.904 1.079
H -1.904 -1.706 -1.094
H -2.001 -2.395 0.359
H -0.762 -3.040 -0.558
```

* charge: 0
* relative energy (zero: lowest compared OMol25 entry of this formula, charge and spin): 303.2 kJ/mol
* E_HOMO: -8.06 eV
* strongest force on any atom: 6.84 eV/Å
* calculated total energy: -19726.297 eV
* SMILES string: CC1=C=CCSN=C1C
* HOMO-LUMO gap: 8.76 eV

These are the Mulliken partial charges, in e, on atoms 1 to 4:
1 C -1.06
2 C 0.25
3 C -0.12
4 C -0.63


DFT (ωB97M-V with the def2-TZVPD basis set) results for a cluster of 2 separate species, C7H9O in total in a non-equilibrium geometry.

```
17
C7H9O | OMol25 | ωB97M-V with the def2-TZVPD basis set
H -2.053 -1.209 0.241
C -1.300 -1.271 -0.589
C -0.175 -0.352 -0.344
C 0.859 -0.319 -1.311
C 1.934 0.536 -1.112
C 1.957 1.338 0.042
C 0.929 1.303 1.001
C -0.140 0.458 0.810
H -0.916 -2.284 -0.701
H -1.751 -1.035 -1.552
H 0.836 -0.949 -2.214
H 2.752 0.578 -1.853
H 2.790 2.012 0.215
H 0.968 1.942 1.900
H -0.940 0.445 1.575
O -2.438 -0.474 1.697
H -3.310 -0.719 2.195
```

* spin multiplicity: 2
* charge: 0
* relative energy (zero: lowest compared OMol25 entry of this formula, charge and spin): 116.2 kJ/mol
* E_HOMO (alpha / beta): -8.45 / -8.44 eV
* strongest force on any atom: 4.75 eV/Å
* calculated total energy: -9448.806 eV
* HOMO-LUMO gap (alpha / beta): 8.93 / 5.54 eV

These are the Mulliken partial charges, in e, on atoms 1 to 4:
1 H 0.28
2 C -1.26
3 C 0.85
4 C -0.53


DFT (ωB97M-V with the def2-TZVPD basis set) results for the ion C7H9O2S with charge -1 in a non-equilibrium geometry.

```
19
C7H9O2S | OMol25 | ωB97M-V with the def2-TZVPD basis set
C -0.538 0.860 1.517
C 0.454 0.065 1.006
C -1.682 1.222 0.831
C -0.112 -0.003 -1.079
C -0.553 1.172 3.040
C -0.021 -1.449 -1.471
C 0.826 0.956 -1.802
O 1.580 -0.347 1.151
O -2.592 1.879 1.277
S -1.762 0.707 -0.881
H -1.195 0.514 3.491
H -0.987 2.147 3.066
H 0.401 1.100 3.446
H -0.753 -2.188 -1.173
H 0.899 -1.972 -1.052
H 0.265 -1.630 -2.539
H 1.760 0.321 -2.120
H 0.969 1.663 -1.098
H 0.281 1.370 -2.634
```

* charge: -1
* relative energy (zero: lowest compared OMol25 entry of this formula, charge and spin): 164.8 kJ/mol
* E_HOMO: -3.37 eV
* strongest force on any atom: 4.69 eV/Å
* calculated total energy: -22334.851 eV
* HOMO-LUMO gap: 6.95 eV

These are the Mulliken partial charges, in e, on atoms 1 to 4:
1 C 0.24
2 C 0.36
3 C 0.79
4 C 0.61


DFT (ωB97M-V with the def2-TZVPD basis set) results for a cluster of 2 separate species, C7H9PS in total in a non-equilibrium geometry.

```
18
C7H9PS | OMol25 | ωB97M-V with the def2-TZVPD basis set
C -1.560 2.235 -0.188
C -0.499 2.777 0.469
C -1.525 0.917 -0.610
C 0.648 1.986 0.760
C -0.384 0.177 -0.336
C 0.666 0.650 0.485
C 1.763 -1.911 0.407
P 2.212 -0.185 0.911
S -2.103 -2.700 0.289
H -2.198 2.950 -0.562
H -0.232 3.777 0.611
H -2.201 0.352 -1.272
H 1.426 2.364 1.291
H -0.416 -0.797 -0.856
H 0.763 -2.072 0.774
H 2.583 -2.678 0.584
H 1.630 -1.999 -0.691
H -1.512 -3.011 1.480
```

* charge: 0
* relative energy (zero: lowest compared OMol25 entry of this formula, charge and spin): 248.6 kJ/mol
* E_HOMO (alpha / beta): -9.40 / -7.50 eV
* strongest force on any atom: 3.76 eV/Å
* calculated total energy: -27525.396 eV
* HOMO-LUMO gap (alpha / beta): 8.51 / 5.01 eV

These are the Mulliken partial charges, in e, on atoms 1 to 4:
1 C -0.45
2 C -0.53
3 C -0.54
4 C -0.64


DFT (ωB97M-V with the def2-TZVPD basis set) results for the molecule C7H9PS3 in a non-equilibrium geometry.

```
20
C7H9PS3 | OMol25 | ωB97M-V with the def2-TZVPD basis set
C 1.551 3.519 1.870
S 0.044 2.857 1.040
C 0.490 1.240 0.698
S 1.806 0.518 1.330
P -1.221 0.309 -0.231
S -2.336 -0.152 1.565
C -0.289 -1.371 -0.326
C 0.662 -1.287 -1.521
C 0.152 -1.919 -2.577
C -0.979 -2.777 -2.072
C -1.223 -2.449 -0.788
H 1.233 4.398 2.347
H 2.471 3.604 1.245
H 1.815 2.934 2.830
H -2.972 1.033 1.779
H 0.083 -1.536 0.614
H 1.647 -0.667 -1.547
H 0.539 -2.032 -3.598
H -1.509 -3.458 -2.659
H -1.964 -2.764 0.002
```

* charge: 0
* relative energy (zero: lowest compared OMol25 entry of this formula, charge and spin): 221.6 kJ/mol
* E_HOMO: -8.20 eV
* strongest force on any atom: 3.42 eV/Å
* calculated total energy: -49197.121 eV
* SMILES string: CSC(=S)P(S)C1C=CC=C1
* HOMO-LUMO gap: 7.86 eV

These are the Mulliken partial charges, in e, on atoms 1 to 4:
1 C -0.95
2 S 0.05
3 C 0.06
4 S -0.25


DFT (ωB97M-V with the def2-TZVPD basis set) results for a cluster of 20 separate species, C80H140N20 in total in a non-equilibrium geometry.

```
240
C80H140N20 | OMol25 | ωB97M-V with the def2-TZVPD basis set
C -5.865 0.735 3.898
C -5.143 0.425 2.592
C -5.020 1.705 1.735
C -6.332 2.247 1.321
N -7.373 2.662 1.017
H -6.119 -0.158 4.469
H -6.800 1.270 3.731
H -5.232 1.314 4.569
H -5.677 -0.281 1.956
H -4.189 -0.044 2.830
H -4.371 1.522 0.878
H -4.573 2.491 2.343
C 1.448 -1.122 -4.224
C 1.817 -2.488 -4.858
C 1.812 -3.698 -3.928
C 2.997 -3.770 -3.071
N 3.920 -3.847 -2.423
H 0.477 -1.083 -3.729
H 1.378 -0.315 -4.952
H 2.262 -0.922 -3.527
H 2.772 -2.358 -5.367
H 1.189 -2.794 -5.696
H 1.871 -4.655 -4.446
H 0.930 -3.709 -3.289
C -1.956 2.396 3.935
C -1.179 3.501 4.656
C -2.145 4.590 4.937
C -3.132 4.328 5.945
N -3.928 4.193 6.804
H -2.856 2.061 4.450
H -1.251 1.586 3.745
H -2.188 2.782 2.943
H -0.356 3.889 4.057
H -0.784 3.087 5.584
H -2.619 4.936 4.018
H -1.541 5.390 5.363
C -0.655 5.764 1.845
C -1.698 6.871 1.725
C -2.669 6.567 0.486
C -3.307 5.214 0.610
N -3.786 4.194 0.636
H 0.134 6.049 2.541
H -0.175 5.701 0.868
H -1.153 4.842 2.144
H -1.200 7.837 1.638
H -2.370 7.086 2.556
H -2.209 6.511 -0.501
H -3.483 7.291 0.464
C -0.897 -6.164 -4.551
C -1.221 -6.867 -5.893
C 0.075 -7.159 -6.739
C 1.137 -7.989 -6.171
N 1.950 -8.655 -5.741
H -0.378 -6.813 -3.845
H -1.844 -5.953 -4.055
H -0.308 -5.251 -4.638
H -1.973 -6.333 -6.474
H -1.685 -7.824 -5.652
H 0.414 -6.145 -6.951
H -0.227 -7.574 -7.700
C 0.382 1.413 -8.149
C -0.846 1.549 -7.304
C -0.716 2.499 -6.068
C -0.220 3.857 -6.421
N 0.133 4.913 -6.714
H 0.618 2.383 -8.587
H 0.255 0.723 -8.983
H 1.169 1.030 -7.499
H -1.086 0.548 -6.947
H -1.686 1.782 -7.958
H -0.069 2.049 -5.316
H -1.682 2.643 -5.584
C 5.401 1.818 6.082
C 4.712 2.465 7.313
C 3.224 2.290 7.339
C 2.516 2.698 6.152
N 1.946 3.095 5.199
H 5.455 0.757 6.327
H 6.427 2.163 5.956
H 4.926 1.963 5.111
H 4.953 3.529 7.324
H 5.161 1.949 8.161
H 2.845 2.925 8.139
H 2.912 1.282 7.614
C 4.230 1.028 2.218
C 3.869 2.469 1.971
C 4.406 2.948 0.634
C 5.846 2.670 0.361
N 6.945 2.475 0.089
H 3.873 0.765 3.214
H 5.317 0.952 2.222
H 3.862 0.280 1.515
H 4.340 3.071 2.747
H 2.806 2.705 2.020
H 4.343 4.035 0.580
H 3.859 2.540 -0.216
C -2.760 -2.661 -5.886
C -1.905 -2.134 -4.678
C -2.834 -1.994 -3.418
C -3.477 -3.185 -2.928
N -3.941 -4.196 -2.573
H -3.350 -3.532 -5.600
H -2.168 -3.081 -6.699
H -3.449 -1.923 -6.298
H -1.444 -1.172 -4.900
H -1.032 -2.757 -4.487
H -3.635 -1.299 -3.674
H -2.191 -1.619 -2.622
C 0.582 -0.323 5.957
C -0.860 -0.826 5.993
C -1.341 -1.537 7.234
C -0.603 -2.703 7.695
N 0.013 -3.590 8.109
H 0.786 0.123 4.983
H 1.319 -1.083 6.217
H 0.704 0.473 6.690
H -1.028 -1.500 5.153
H -1.535 0.022 5.873
H -2.340 -1.960 7.128
H -1.301 -0.932 8.140
C 1.854 -5.089 0.585
C 3.105 -4.817 1.427
C 3.203 -3.356 1.887
C 2.030 -2.826 2.617
N 1.142 -2.350 3.180
H 1.895 -4.600 -0.389
H 0.946 -4.800 1.114
H 1.845 -6.157 0.369
H 3.965 -5.091 0.815
H 3.087 -5.478 2.293
H 3.425 -2.675 1.064
H 4.099 -3.196 2.486
C -1.080 -4.824 4.636
C -1.220 -6.062 5.486
C -2.647 -6.489 5.607
C -3.376 -6.700 4.312
N -3.919 -6.894 3.286
H -0.026 -4.549 4.598
H -1.547 -3.902 4.982
H -1.460 -5.050 3.639
H -0.895 -5.821 6.498
H -0.586 -6.832 5.046
H -3.210 -5.782 6.216
H -2.659 -7.438 6.142
C 5.979 -2.168 0.227
C 6.880 -1.403 -0.764
C 6.195 -1.027 -2.099
C 4.944 -0.292 -1.863
N 3.926 0.303 -1.676
H 6.537 -2.482 1.109
H 5.484 -3.039 -0.202
H 5.244 -1.492 0.663
H 7.833 -1.908 -0.920
H 7.075 -0.403 -0.375
H 6.001 -1.830 -2.810
H 6.856 -0.384 -2.679
C -0.729 4.182 -2.558
C 0.568 4.059 -1.786
C 1.477 5.273 -1.894
C 0.792 6.551 -1.523
N 0.227 7.509 -1.168
H -1.142 3.198 -2.782
H -0.483 4.615 -3.528
H -1.571 4.692 -2.090
H 1.079 3.171 -2.158
H 0.400 3.756 -0.752
H 1.874 5.371 -2.904
H 2.296 5.085 -1.200
C -2.566 -2.626 1.599
C -3.593 -3.591 1.065
C -4.865 -2.877 0.555
C -4.601 -1.594 -0.218
N -4.403 -0.638 -0.841
H -2.840 -2.282 2.596
H -2.450 -1.719 1.004
H -1.706 -3.283 1.726
H -3.847 -4.355 1.800
H -3.087 -4.107 0.250
H -5.503 -2.593 1.393
H -5.500 -3.469 -0.104
C 2.111 8.862 3.684
C 2.791 9.367 2.396
C 2.402 8.561 1.172
C 2.620 7.160 1.208
N 2.784 6.036 1.277
H 2.403 9.521 4.502
H 2.498 7.864 3.889
H 1.022 8.866 3.647
H 3.878 9.325 2.463
H 2.516 10.419 2.331
H 2.941 8.947 0.307
H 1.327 8.678 1.032
C -1.463 -6.565 -0.896
C -1.986 -7.154 0.408
C -0.876 -7.534 1.393
C 0.100 -8.592 0.910
N 0.880 -9.367 0.553
H -2.311 -6.488 -1.575
H -0.625 -7.077 -1.368
H -1.116 -5.550 -0.700
H -2.617 -8.037 0.308
H -2.664 -6.449 0.889
H -1.302 -7.912 2.323
H -0.315 -6.645 1.678
C 4.060 2.199 -7.997
C 4.685 1.343 -6.857
C 3.687 0.858 -5.854
C 2.968 1.939 -5.121
N 2.408 2.847 -4.572
H 4.862 2.560 -8.640
H 3.411 3.014 -7.676
H 3.398 1.578 -8.601
H 5.536 1.876 -6.434
H 5.262 0.520 -7.281
H 4.168 0.229 -5.105
H 3.003 0.154 -6.329
C -6.693 1.137 -2.729
C -6.138 2.602 -2.479
C -4.639 2.578 -2.156
C -3.791 1.900 -3.109
N -3.124 1.341 -3.852
H -7.703 1.156 -3.139
H -6.707 0.670 -1.745
H -6.077 0.515 -3.378
H -6.682 3.116 -1.687
H -6.175 3.191 -3.395
H -4.580 2.100 -1.178
H -4.293 3.611 -2.107
C -1.491 0.919 0.267
C 0.054 0.865 0.261
C 0.476 -0.488 0.767
C 0.177 -1.593 -0.176
N -0.039 -2.426 -0.977
H -1.764 1.974 0.245
H -1.914 0.387 1.120
H -1.909 0.493 -0.645
H 0.484 1.610 0.931
H 0.476 0.950 -0.740
H -0.030 -0.770 1.690
H 1.529 -0.550 1.041
```

* charge: 0
* relative energy (zero: lowest compared OMol25 entry of this formula, charge and spin): 66.6 kJ/mol
* E_HOMO: -11.20 eV
* strongest force on any atom: 5.56 eV/Å
* calculated total energy: -115028.684 eV
* HOMO-LUMO gap: 11.38 eV

These are the Mulliken partial charges, in e, on atoms 1 to 4:
1 C -1.50
2 C -0.02
3 C 2.09
4 C -0.04